--- w ---
Below is a cluster of 3 separate species, C5H11N in total, with properties calculated with ωB97M-V/def2-TZVPD.

Each line ends with the Mulliken charge.
Cartesian coordinates (Å):
C 2.29763 -0.76269 0.05023  -1.08
C 1.22741 -0.05838 -0.78353  -0.43
C 0.00178 0.23837 0.01310  0.08
C -0.57421 1.33174 0.83449  -0.42
N -1.22897 0.66380 -0.27813  -0.06
C -2.42423 0.08344 -0.40941  -0.62
H 2.58734 -0.15467 0.91405  0.30
H 1.92475 -1.72115 0.42503  0.30
H 3.19396 -0.94792 -0.55041  0.34
H 1.64286 0.86961 -1.20496  0.30
H 0.93965 -0.69192 -1.63123  0.21
H -0.79238 -1.14881 0.73350  -0.18
H -0.37129 2.39351 0.67402  0.24
H -0.93602 1.07245 1.83510  0.26
H -1.64228 -1.25253 0.69870  0.19
H -2.56454 -0.55570 -1.27641  0.28
H -3.28147 0.64083 -0.04413  0.26

* orbital gap: 8.62 eV
* highest occupied orbital energy: -0.2783 Eh

***

--- x ---
Below is an isolated molecule of C5H11N, with properties calculated with ωB97M-V/def2-TZVPD.

Each line ends with the Mulliken charge.
Cartesian coordinates (Å):
C 1.53826 -0.99727 1.07730  -1.04
N 0.86096 0.27284 0.40184  -0.23
C 0.69344 0.17150 -1.08196  -0.54
C -0.79706 0.38029 -1.42075  -0.37
C -1.48345 0.78013 -0.06901  -0.59
C -0.48025 0.32673 1.06588  -0.53
H 2.48441 -1.03612 0.63354  0.41
H 1.57068 -0.79475 2.15058  0.33
H 0.97885 -1.97588 0.86460  0.35
H 1.09044 -0.74193 -1.45845  0.28
H 1.34957 0.99408 -1.45161  0.25
H -0.92518 1.08091 -2.24595  0.33
H -1.28336 -0.69352 -1.70094  0.19
H -1.76882 1.80970 -0.15634  0.30
H -2.41785 0.18098 0.11907  0.27
H -0.80960 -0.73546 1.36857  0.26
H -0.60105 0.97779 1.90364  0.31

* orbital gap: 9.65 eV
* SMILES string: CN1CCCC1
* highest occupied orbital energy: -0.3118 Eh

***

--- y ---
Below is an isolated molecule of C5H11N, with properties calculated with ωB97M-V/def2-TZVPD.

Each line ends with the Mulliken charge.
Cartesian coordinates (Å):
C 0.59462 -0.99468 -1.85531  -1.10
C -0.46215 -0.01692 -1.34842  -0.33
N 0.15668 0.86247 -0.39125  -0.13
C -0.41131 1.65616 0.65210  -0.56
C 0.53917 0.54060 0.95330  -0.08
C -0.13848 -0.54160 1.85221  -1.18
H 0.20306 -1.66438 -2.62642  0.37
H 1.44762 -0.45358 -2.27740  0.29
H 0.96859 -1.61313 -1.03286  0.28
H -0.79994 0.61593 -2.17674  0.35
H -1.33855 -0.55526 -0.95449  0.29
H -0.18311 2.72065 0.60653  0.27
H -1.32180 1.29145 1.13564  0.22
H 1.61354 0.63358 1.11887  0.39
H 0.46600 -0.61019 2.76002  0.35
H -0.16620 -1.52110 1.37099  0.24
H -1.16774 -0.35000 2.21324  0.35

* orbital gap: 10.03 eV
* SMILES string: CCN1C[C@H]1C
* highest occupied orbital energy: -0.3248 Eh

***

--- z ---
Below is an isolated molecule of C5H11N, with properties calculated with ωB97M-V/def2-TZVPD.

Each line ends with the Mulliken charge.
Cartesian coordinates (Å):
C -2.09991 0.40195 0.18460  -1.14
C -1.05051 -0.43258 -0.53645  -0.55
C 0.11766 -0.76855 0.34940  -0.05
C 1.45304 -1.11597 -0.25031  -0.87
C 1.29018 0.17733 0.48318  -0.02
H -2.48640 -0.13745 1.05778  0.30
H -2.93962 0.66313 -0.46333  0.35
H -1.64593 1.33597 0.55180  0.27
H -0.68455 0.11243 -1.41029  0.30
H -1.52785 -1.35029 -0.91774  0.33
H -0.15499 -1.28518 1.26723  0.38
H 1.52222 -1.06578 -1.33262  0.29
H 2.04282 -1.90162 0.20270  0.27
H 1.75747 0.21920 1.47261  0.30
H 0.87581 2.13338 0.21322  0.21
H 2.23972 1.64595 -0.55363  0.22
N 1.29086 1.36806 -0.31815  -0.57

* orbital gap: 10.41 eV
* SMILES string: CC[C@H]1C[C@H]1N
* highest occupied orbital energy: -0.3394 Eh

***

So which one is most stable? That would be z, about 71.2 kJ/mol below the next structure.

***

--- w ---
Below is an isolated molecule of C5H11N, with properties calculated with ωB97M-V/def2-TZVPD.

Each line ends with the Mulliken charge.
Cartesian coordinates (Å):
C -0.43610 1.91814 -0.00825  -1.42
C -0.48315 0.48531 -0.46967  0.37
C 0.69380 -0.35470 -0.39666  0.17
C 2.02345 -0.06255 0.12992  -1.37
N -0.48830 -0.55177 0.55824  -0.43
C -1.44341 -1.62671 0.35036  -0.89
H 0.22658 2.04437 0.85242  0.34
H -1.43530 2.25250 0.28963  0.31
H -0.08822 2.57454 -0.81435  0.32
H -1.16323 0.31215 -1.30614  0.39
H 0.57852 -1.35134 -0.94436  0.34
H 2.58340 -0.93955 0.46602  0.32
H 2.62194 0.43204 -0.64199  0.28
H 1.94100 0.61316 0.97983  0.35
H -2.42156 -1.30008 0.72208  0.30
H -1.14273 -2.50408 0.93166  0.28
H -1.56670 -1.94144 -0.69875  0.35

* orbital gap: 10.08 eV
* SMILES string: C[C@@H]1[C@H](C)N1C
* highest occupied orbital energy: -0.3253 Eh

***

--- x ---
Below is an isolated molecule of C5H11N, with properties calculated with ωB97M-V/def2-TZVPD.

Each line ends with the Mulliken charge.
Cartesian coordinates (Å):
C -0.16589 0.81760 2.15948  -1.14
C 0.00932 1.58374 0.83902  -0.53
C -0.47506 0.77772 -0.37885  -0.59
C 0.40402 -0.42508 -0.59695  -0.40
C 0.33396 -1.14858 -1.72477  -0.20
N 0.66569 -2.51578 -1.80138  -0.63
H -0.95578 1.31834 2.71627  0.35
H -0.53540 -0.19868 2.01764  0.35
H 0.72295 0.78400 2.78565  0.27
H 1.03296 1.93592 0.68862  0.32
H -0.53810 2.52267 0.90167  0.34
H -0.61934 1.40738 -1.25877  0.40
H -1.45357 0.42433 -0.06344  0.22
H 1.10543 -0.69441 0.18280  0.35
H 0.02135 -0.62841 -2.62848  0.33
H 0.31472 -2.87608 -2.68495  0.28
H 0.13273 -3.08468 -1.15357  0.25

* orbital gap: 9.10 eV
* SMILES string: CCC/C=C/N
* highest occupied orbital energy: -0.2924 Eh

***

--- y ---
Below is an isolated molecule of C5H11N, with properties calculated with ωB97M-V/def2-TZVPD.

Each line ends with the Mulliken charge.
Cartesian coordinates (Å):
C 2.35019 -0.45529 -0.22018  -0.94
C 0.98799 -0.75268 0.36924  -0.72
C -0.07111 0.15793 -0.20110  0.42
C -1.43036 -0.07075 0.38539  -0.45
C -2.52412 -0.51617 -0.27426  -0.67
H 2.30928 -0.47810 -1.34608  0.27
H 2.49803 0.60010 0.19506  0.27
H 3.17060 -1.17075 0.12421  0.31
H 0.56023 -1.78783 0.12950  0.29
H 0.99830 -0.68163 1.43125  0.37
H -0.19260 -0.10330 -1.29133  0.31
H -0.40318 2.04383 -0.52497  0.29
H 0.40972 1.82595 0.89441  0.23
H -1.56486 0.04647 1.48284  0.22
H -3.56017 -0.42798 0.27658  0.20
H -2.56203 -0.90232 -1.30253  0.27
N 0.35158 1.55105 -0.06049  -0.67

* orbital gap: 10.48 eV
* SMILES string: C=C[C@@H](N)CC
* highest occupied orbital energy: -0.3420 Eh

***

So which one is most stable? That would be x, about 12.7 kJ/mol below the next structure.

***

--- w ---
Below is an isolated molecule of C5H11N, with properties calculated with ωB97M-V/def2-TZVPD.

Each line ends with the Mulliken charge.
Cartesian coordinates (Å):
C 0.62349 0.14250 -1.49213  -1.48
C -0.14802 0.12132 -0.18167  0.64
C 0.84720 0.20352 1.00670  -0.84
C -0.99642 -1.14270 -0.09874  -0.29
C -2.32338 -1.13953 -0.10396  -0.77
H 1.27754 -0.70769 -1.62109  0.37
H -0.04541 0.19625 -2.38381  0.35
H 1.30575 0.99505 -1.50699  0.39
H -0.88897 0.96722 -0.11013  0.25
H 1.60485 -0.56594 0.86366  0.37
H 0.31802 0.02825 1.95447  0.35
H 0.85409 2.26056 1.16293  0.21
H 2.23355 1.53310 1.75695  0.22
H -0.44685 -2.09861 -0.12441  0.25
H -2.89279 -0.22335 -0.12957  0.27
H -2.86922 -2.07009 -0.02490  0.26
N 1.54657 1.50014 1.03269  -0.54

* orbital gap: 10.43 eV
* SMILES string: C=C[C@H](C)CN
* highest occupied orbital energy: -0.3395 Eh

***

--- x ---
Below is an isolated molecule of C5H11N, with properties calculated with ωB97M-V/def2-TZVPD.

Each line ends with the Mulliken charge.
Cartesian coordinates (Å):
C 2.06756 2.16821 -0.01193  -1.08
C 1.68301 0.69039 0.22683  -0.12
C 0.36066 0.30764 -0.37085  -0.34
C -0.42235 -0.65947 0.08814  -0.37
N -1.51037 -1.19735 -0.61070  -0.33
C -2.46477 -1.94710 0.19717  -0.93
H 2.89477 2.32665 -0.68408  0.29
H 2.27072 2.65543 0.94183  0.29
H 1.19868 2.66762 -0.44174  0.34
H 2.41347 0.03482 -0.25209  0.23
H 1.71580 0.51215 1.29862  0.28
H 0.21138 0.54696 -1.42433  0.23
H -0.33280 -1.03386 1.09977  0.30
H -1.95067 -0.54602 -1.23031  0.26
H -1.96294 -2.85358 0.53551  0.30
H -2.86530 -1.36991 1.03285  0.33
H -3.30686 -2.30259 -0.39470  0.34

* orbital gap: 8.99 eV
* SMILES string: CC/C=C/NC
* highest occupied orbital energy: -0.2859 Eh

***

So which one is most stable? That would be w, about 29.0 kJ/mol below the next structure.

***

--- w ---
Below is a structure of composition C3H6INO2, with properties calculated with ωB97M-V/def2-TZVPD.

Each line ends with the Mulliken charge.
Cartesian coordinates (Å):
C 0.39850 -2.54766 0.07313  0.31
C 0.80492 0.77329 -0.17798  -0.54
C 1.68646 -0.23098 -0.89436  -0.54
N -0.50034 -2.05093 0.90329  -0.27
O 0.90026 -3.47785 -0.49197  -0.42
O -0.60568 0.41912 -0.13224  -0.63
I 3.57286 0.16609 -0.12570  0.00
H 0.84818 0.95468 0.90361  0.40
H 0.91643 1.68217 -0.73858  0.40
H 1.49239 -0.55577 -1.97239  0.40
H -0.48743 -0.96586 0.86591  0.38
H -1.11513 -2.54669 1.54132  0.19
H -0.67238 -0.23414 -0.84806  0.32

* orbital gap (spin up / spin down): 8.14 / 7.14 eV
* highest occupied orbital energy (spin up / spin down): -0.2930 / -0.2671 Eh

***

--- x ---
Below is a cluster of 2 separate species, C3H6INO2 in total, with properties calculated with ωB97M-V/def2-TZVPD.

Each line ends with the Mulliken charge.
Cartesian coordinates (Å):
C -2.29430 1.24192 -0.74649  0.58
C 1.88010 -0.07962 -0.60456  -0.54
C -0.36319 -0.16916 -0.11222  -0.74
N -2.99448 1.27587 0.37449  -0.23
O -2.21965 1.46445 -1.88639  -0.32
O 0.79673 0.52773 0.01492  -0.29
I -0.85656 -1.37866 1.77700  -0.16
H 1.58365 -1.09478 -0.84410  0.32
H 2.70970 0.09643 0.22377  0.19
H 2.29433 0.34764 -1.52001  0.24
H -0.38695 -0.90439 -0.83076  0.53
H -2.75284 0.53087 0.96878  0.18
H -3.43393 2.11682 0.63592  0.23

* orbital gap (spin up / spin down): 7.78 / 7.78 eV
* highest occupied orbital energy (spin up / spin down): -0.2824 / -0.2824 Eh

***

So which one is most stable? That would be x, about 29.9 kJ/mol below the next structure.